ORCA calculation (wB97M-V/def2-TZVPD) on C5H10ClN in the gas phase in a non-equilibrium geometry.

```
! wB97M-V def2-TZVPD RIJCOSX def2/J DEFGRID3
* xyz 0 1
C 0.701 -2.144 -0.919
C -0.016 -1.022 -0.873
C 0.272 1.837 -0.543
C -0.222 0.996 0.625
C -0.639 -0.396 0.336
N -0.789 -1.055 1.483
Cl -2.565 -0.043 -0.404
H 1.122 -2.529 -1.866
H 0.829 -2.655 0.010
H -0.310 -0.289 -1.751
H -0.475 2.221 -1.225
H 0.955 1.192 -0.928
H 0.628 2.834 -0.112
H 0.581 0.891 1.392
H -1.029 1.487 1.246
H -1.304 -0.452 2.186
H -1.264 -1.891 1.485
*
```

Properties
- Max |F|: 4.53 eV/A
- SMILES string: C=C[C@](N)(Cl)CC
- Energy above the lowest of the compared OMol25 structures with the same formula, charge and spin: 128.25 kJ/mol

ORCA calculation (wB97M-V/def2-TZVPD) on 2 unconnected molecules or ions with the total composition C5H13N3S in a non-equilibrium geometry.

```
! wB97M-V def2-TZVPD RIJCOSX def2/J DEFGRID3
* xyz 2 1
C -0.516 -0.525 1.063
C 0.276 1.905 -0.003
C 1.702 2.755 1.878
C -1.185 -1.930 -2.428
C 0.761 1.759 1.414
N 0.700 -2.571 -1.386
N -1.633 -1.126 1.418
N -0.460 -2.168 -1.275
S 0.242 0.504 2.325
H 0.163 0.855 -0.269
H -0.826 2.240 -0.092
H 1.046 2.403 -0.560
H 2.176 3.031 0.935
H 2.203 2.439 2.739
H 1.142 3.716 2.122
H -0.959 -0.844 -2.496
H -2.271 -1.807 -2.287
H -0.858 -2.467 -3.317
H 1.204 -2.936 -2.279
H 1.295 -2.518 -0.633
H -2.078 -1.697 0.734
H -2.125 -1.019 2.396
*
```

Properties
- Max |F|: 3.84 eV/A
- Energy above the lowest of the compared OMol25 structures with the same formula, charge and spin: 513.36 kJ/mol

ORCA calculation (wB97M-V/def2-TZVPD) on C3H5NO2 in the gas phase.

```
! wB97M-V def2-TZVPD RIJCOSX def2/J DEFGRID3
* xyz 0 1
C -1.672 -0.258 -0.934
N -1.303 0.514 0.239
C -0.124 0.526 0.658
O 0.907 -0.184 0.042
C 2.141 -0.117 0.598
O 2.442 0.499 1.580
H -2.113 0.425 -1.666
H -2.454 -0.967 -0.643
H -0.846 -0.805 -1.403
H 0.189 1.091 1.532
H 2.831 -0.725 -0.003
*
```

Properties
- Max |F|: 0.56 eV/A
- SMILES string: C/N=C\OC=O
- Energy above the lowest of the compared OMol25 structures with the same formula, charge and spin: 121.83 kJ/mol

ORCA calculation (wB97M-V/def2-TZVPD) on 9 unconnected molecules or ions with the total composition C44H60F9N4O30 in a non-equilibrium geometry.

```
! wB97M-V def2-TZVPD RIJCOSX def2/J DEFGRID3
* xyz 1 1
C -6.207 -1.169 -1.495
C -5.178 -1.382 -2.690
O -3.884 -0.924 -2.279
C -2.837 -1.848 -2.572
C -1.970 -1.355 -3.819
O -0.610 -1.079 -3.476
C -0.429 0.275 -3.064
C 1.042 0.718 -3.400
O 1.978 -0.113 -2.684
C 2.925 0.645 -1.964
N 3.273 -0.084 -0.731
C 4.462 -0.149 -0.224
N 5.556 0.497 -0.846
C 5.668 1.914 -0.476
C 5.120 2.979 -1.333
C 5.323 4.355 -0.892
N 5.980 4.780 0.216
C 6.454 3.775 0.995
C 6.368 2.341 0.746
N 4.568 -0.964 0.978
F 5.697 -1.749 0.868
C 4.657 -0.122 2.192
O 3.861 1.032 2.094
C 3.793 1.628 3.405
C 2.748 2.833 3.421
O 3.223 3.841 2.535
C 2.274 4.949 2.581
C 1.426 4.873 1.246
O 1.663 6.081 0.505
C 0.471 6.431 -0.226
C 0.183 5.462 -1.437
H -6.049 -1.974 -0.735
H -6.065 -0.185 -0.980
H -7.274 -1.185 -1.856
H -5.576 -0.803 -3.558
H -5.235 -2.471 -2.945
H -2.125 -1.804 -1.692
H -3.157 -2.916 -2.655
H -1.958 -2.206 -4.555
H -2.492 -0.489 -4.300
H -0.626 0.311 -1.951
H -1.177 0.981 -3.530
H 1.181 0.540 -4.506
H 1.180 1.819 -3.246
H 3.831 0.754 -2.629
H 2.583 1.671 -1.673
H 2.508 -0.588 -0.262
H 6.436 -0.004 -0.676
H 4.586 2.791 -2.286
H 4.923 5.154 -1.569
H 7.006 4.082 1.921
H 6.835 1.636 1.464
H 4.251 -0.743 3.047
H 5.741 0.064 2.449
H 4.783 2.081 3.708
H 3.452 0.920 4.205
H 2.639 3.202 4.480
H 1.751 2.393 3.135
H 2.882 5.890 2.656
H 1.558 4.853 3.438
H 1.774 3.984 0.644
H 0.339 4.816 1.519
H 0.657 7.446 -0.665
H -0.400 6.539 0.475
H 1.043 5.503 -2.162
H -0.745 5.850 -1.938
H 0.006 4.402 -1.115
C -5.764 -4.867 2.999
C -4.721 -4.534 1.973
O -5.455 -3.846 0.978
C -6.494 -3.248 1.641
O -7.159 -2.381 1.182
O -6.661 -3.767 2.886
F -4.200 -5.660 1.424
H -6.295 -5.794 2.772
H -5.353 -4.936 4.006
H -3.915 -3.895 2.342
C 9.425 0.389 3.723
C 8.956 -0.395 4.912
O 8.016 0.475 5.519
C 7.498 1.221 4.511
O 6.498 1.864 4.598
O 8.256 1.138 3.382
F 9.969 -0.613 5.783
H 10.239 1.075 3.966
H 9.739 -0.249 2.899
H 8.472 -1.341 4.665
C -5.947 -6.513 -1.192
C -6.549 -7.609 -0.364
O -7.641 -8.038 -1.153
C -7.282 -7.795 -2.449
O -7.829 -8.262 -3.393
O -6.215 -6.952 -2.521
F -7.025 -7.130 0.814
H -6.428 -5.546 -1.025
H -4.877 -6.404 -1.024
H -5.880 -8.452 -0.174
C 8.121 -4.454 7.809
C 9.192 -3.585 7.220
O 8.677 -3.275 5.934
C 7.320 -3.303 6.067
O 6.564 -2.833 5.274
O 6.939 -3.921 7.211
F 10.349 -4.268 7.069
H 8.230 -5.504 7.527
H 8.078 -4.385 8.895
H 9.380 -2.662 7.772
C -5.545 0.979 -7.396
C -6.286 0.579 -6.155
O -5.765 1.459 -5.175
C -5.404 2.591 -5.847
O -5.177 3.635 -5.327
O -5.342 2.375 -7.190
F -5.992 -0.692 -5.797
H -4.577 0.480 -7.485
H -6.119 0.795 -8.303
H -7.370 0.702 -6.219
C -9.013 -4.262 -3.346
C -10.099 -4.728 -4.271
O -10.018 -3.808 -5.344
C -8.715 -3.410 -5.396
O -8.221 -2.855 -6.322
O -8.048 -3.737 -4.254
F -11.318 -4.614 -3.691
H -9.347 -3.469 -2.672
H -8.593 -5.074 -2.753
H -9.965 -5.744 -4.648
C -0.122 6.779 -6.181
C -0.934 6.482 -4.954
O -0.498 7.465 -4.033
C -0.117 8.537 -4.795
O 0.052 9.630 -4.369
O 0.037 8.191 -6.103
F -0.633 5.257 -4.456
H 0.860 6.301 -6.159
H -0.632 6.492 -7.099
H -2.014 6.568 -5.097
C 1.656 0.385 6.618
C 1.448 -0.984 7.193
O 0.051 -1.174 7.055
C -0.318 -0.439 5.964
O -1.347 -0.565 5.388
O 0.654 0.452 5.614
F 1.764 -1.016 8.508
H 1.490 1.177 7.353
H 2.648 0.514 6.187
H 1.981 -1.781 6.668
*
```

Properties
- Max |F|: 3.48 eV/A

ORCA calculation (wB97M-V/def2-TZVPD) on a molecular structure, C38H48BrCsF3N12O12PS2 in a non-equilibrium geometry.

```
! wB97M-V def2-TZVPD RIJCOSX def2/J DEFGRID3
* xyz -2 1
Cs 0.921 -1.784 0.375
O -2.983 1.547 -0.632
C -2.134 1.084 0.256
O -0.931 1.176 0.166
C -2.818 0.419 1.423
C -4.135 0.708 1.756
C -4.695 0.059 2.845
C -3.940 -0.884 3.522
C -2.651 -1.135 3.073
N -2.084 -0.475 2.074
C -1.834 -2.234 3.704
O -1.291 -3.089 2.852
O -1.701 -2.328 4.900
H -2.471 1.792 -1.511
H -4.692 1.423 1.169
H -5.712 0.274 3.149
H -4.326 -1.432 4.370
H -1.615 -2.960 1.914
N 0.454 -1.097 -3.792
N 1.018 0.108 -3.253
H 1.123 -1.592 -4.377
H 0.223 -1.705 -3.010
H 1.096 0.774 -4.012
H 1.951 -0.040 -2.875
C 3.499 0.246 5.953
N 4.247 -0.740 5.178
C 4.044 -2.054 5.780
N 2.643 -2.440 5.925
C 1.951 -1.400 6.678
N 2.077 -0.060 6.111
C 1.379 0.028 4.820
P 2.029 -1.136 3.514
C 3.829 -0.731 3.769
C 2.016 -2.643 4.611
H 3.601 1.221 5.475
H 3.942 0.293 6.953
H 4.493 -2.040 6.778
H 4.555 -2.802 5.171
H 2.374 -1.377 7.688
H 0.892 -1.658 6.742
H 1.463 1.048 4.439
H 0.318 -0.184 4.978
H 4.024 0.255 3.347
H 4.426 -1.456 3.210
H 2.535 -3.446 4.084
H 0.981 -2.961 4.758
N -1.663 1.813 -2.913
C -1.070 3.059 -3.259
C 0.261 3.310 -2.950
C 0.805 4.564 -3.191
C 0.022 5.586 -3.711
C -1.298 5.331 -4.039
C -1.839 4.070 -3.826
S 0.756 7.222 -3.874
O 1.572 7.114 -5.076
O -0.375 8.131 -3.990
O 1.534 7.382 -2.648
H -2.345 1.483 -3.585
H -0.966 1.089 -2.745
H 0.857 2.523 -2.502
H 1.840 4.776 -2.957
H -1.901 6.138 -4.433
H -2.880 3.876 -4.061
N -2.667 -1.086 -3.574
C -3.457 -1.575 -4.598
C -3.090 -1.378 -5.935
C -3.909 -1.811 -6.963
C -5.114 -2.448 -6.694
C -5.483 -2.649 -5.370
C -4.670 -2.221 -4.335
H -1.679 -1.002 -3.792
H -2.792 -1.513 -2.668
H -2.151 -0.881 -6.153
H -3.603 -1.646 -7.989
H -5.751 -2.785 -7.501
H -6.416 -3.148 -5.139
H -4.967 -2.382 -3.304
Br 0.739 -7.008 -3.770
C -0.392 -6.449 -2.347
C -1.061 -7.410 -1.608
C -1.881 -6.999 -0.566
C -2.021 -5.651 -0.275
C -1.344 -4.698 -1.026
C -0.524 -5.102 -2.073
C -1.478 -3.220 -0.695
O -0.877 -2.410 -1.432
O -2.136 -2.920 0.332
H -0.938 -8.459 -1.841
H -2.406 -7.741 0.022
H -2.647 -5.313 0.539
H 0.003 -4.357 -2.652
F 4.714 -4.775 -1.299
C 3.671 -4.790 -0.459
F 3.708 -5.942 0.224
F 2.550 -4.795 -1.204
S 3.688 -3.331 0.679
O 3.558 -2.218 -0.241
O 4.937 -3.438 1.381
O 2.491 -3.557 1.468
C 2.328 6.903 1.330
C 1.278 6.058 0.613
C 0.140 5.662 1.550
C 1.889 4.822 -0.054
N 2.327 3.795 0.875
C 1.714 2.655 1.208
N 2.464 2.022 2.078
N 3.546 2.802 2.270
N 3.475 3.867 1.557
H 1.859 7.785 1.771
H 3.091 7.244 0.629
H 2.820 6.338 2.123
H 0.870 6.645 -0.213
H 0.513 5.099 2.410
H -0.601 5.046 1.034
H -0.367 6.551 1.927
H 2.745 5.098 -0.669
H 1.144 4.353 -0.690
H 0.762 2.322 0.822
*
```

Properties
- Max |F|: 2.12 eV/A
- Energy above the lowest of the compared OMol25 structures with the same formula, charge and spin: 0.00 kJ/mol

ORCA calculation (wB97M-V/def2-TZVPD) on C27H24FN3O4S in the gas phase in a non-equilibrium geometry.

```
! wB97M-V def2-TZVPD RIJCOSX def2/J DEFGRID3
* xyz 0 1
C -1.142 5.622 -4.052
C -0.771 4.688 -2.943
C -0.363 3.385 -3.212
C -0.005 2.529 -2.185
C -0.056 2.986 -0.883
C -0.461 4.274 -0.588
C -0.815 5.122 -1.620
H -1.130 6.132 -1.403
H -0.481 4.590 0.444
S 0.343 1.882 0.455
O 0.669 2.615 1.643
O 1.293 0.900 0.017
N -1.175 1.115 0.648
C -1.218 0.318 1.817
C -0.571 -0.891 1.900
N -0.069 -1.550 0.817
C 1.243 -2.156 0.822
H 1.565 -2.337 1.845
C 1.221 -3.478 0.043
N 0.748 -3.255 -1.307
C 1.655 -2.994 -2.320
C 1.515 -2.018 -3.316
C 2.427 -1.854 -4.339
C 3.543 -2.664 -4.414
C 3.715 -3.647 -3.454
C 2.792 -3.809 -2.443
H 2.937 -4.606 -1.732
H 4.571 -4.302 -3.498
H 4.261 -2.532 -5.208
H 2.249 -1.073 -5.062
F 0.459 -1.153 -3.326
C -0.565 -2.659 -1.270
H -0.954 -2.523 -2.277
C -0.575 -1.320 -0.514
H -1.594 -0.942 -0.458
H 0.049 -0.590 -1.036
H -1.219 -3.364 -0.744
H 2.223 -3.902 0.041
H 0.542 -4.177 0.539
H 1.941 -1.458 0.338
C -0.532 -1.616 3.195
O -0.079 -2.745 3.289
C -1.140 -0.940 4.358
C -1.039 -1.537 5.612
C -1.627 -0.952 6.719
C -2.329 0.236 6.584
C -2.437 0.839 5.343
C -1.843 0.262 4.226
C -1.920 0.942 2.922
O -2.502 2.014 2.766
H -2.973 1.767 5.214
H -2.789 0.694 7.447
H -1.542 -1.424 7.686
H -0.494 -2.466 5.695
H -1.854 1.865 0.788
H 0.317 1.520 -2.381
H -0.325 3.037 -4.234
H -0.347 6.353 -4.202
H -2.051 6.167 -3.808
H -1.291 5.084 -4.984
*
```

Properties
- Max |F|: 1.02 eV/A
- SMILES string: Cc1ccc(S(=O)(=O)NC2=C(N3CCN(c4ccccc4F)CC3)C(=O)c3ccccc3C2=O)cc1

| no. | electronic energy (Ha) |
| --- | --- |
| 1 | -711.40662 |
| 2 | -759.96400 |
| 3 | -322.52793 |
| 4 | -5087.22920 |
| 5 | -7068.55260 |
| 6 | -2006.55227 |